(1)
This record from the OMol25 dataset describes a 2-piece molecular cluster, C3H8N4 overall in a non-equilibrium geometry. The level of theory is ωB97M-V/def2-TZVPD.

Element x y z (Å)
C  1.691385  1.397461  0.233413
C  -2.368032  -0.375455  0.447328
C  -1.084575  -0.776705  -0.313933
N  3.180192  -1.109208  -0.182540
N  3.402693  -0.031849  -0.035243
N  0.772462  0.585138  -0.206310
N  -0.008115  -0.198056  0.424574
H  2.313941  1.972884  -0.391474
H  1.713862  1.402359  1.264060
H  -2.659918  0.602285  0.404731
H  -3.326655  -0.977321  -0.040979
H  -2.353645  -0.810065  1.383105
H  -0.854096  -1.889005  -0.446156
H  -1.233305  -0.465514  -1.346995
H  0.813806  0.673047  -1.193585

Atomic forces in eV per Å
1.8 2.0 3.1
-2.1 -5.1 -3.3
-0.4 -0.5 -0.2
0.1 1.6 0.1
1.1 -2.3 -0.2
-0.4 0.3 -6.1
-1.7 -1.8 2.9
0.0 0.5 -0.6
0.7 0.7 2.1
-0.1 2.7 0.0
2.3 1.4 0.8
0.2 -0.3 2.3
-0.8 1.1 0.7
0.6 0.6 -0.3
-1.2 -0.9 -1.5

Calculated values
2S+1	3
M	100.125	g/mol
charge	0
orbital gap (spin up / spin down)	6.460 / 9.673	eV
HOMO level (spin up / spin down)	-0.194 / -0.375	Eh
strongest force on any atom	6.42	eV/A
total energy	-9195.923	eV

(2)
This record from the OMol25 dataset describes C35H45LaN6O7S as an isolated structure in a non-equilibrium geometry. The level of theory is ωB97M-V/def2-TZVPD.

Element x y z (Å)
La  0.694123  0.586813  1.026920
C  -2.802972  -2.748780  -6.324924
C  -2.621368  -2.932397  -4.823909
N  -1.311646  -2.524011  -4.345827
C  -0.229770  -3.505273  -4.371168
C  0.725092  -3.332304  -5.546970
C  -1.073939  -1.283501  -3.827077
S  -2.373545  -0.124918  -3.780236
N  0.177473  -1.040195  -3.529448
C  0.863731  -0.425250  -2.599610
O  0.733523  -0.592891  -1.377587
C  1.969213  0.481700  -3.108700
C  1.917280  0.999314  -4.388889
C  2.904752  1.867991  -4.834161
C  3.955455  2.201889  -3.997445
C  4.020883  1.662229  -2.728228
C  3.020611  0.809407  -2.286545
H  -3.788563  -3.103484  -6.634975
H  -2.051544  -3.301278  -6.892176
H  -2.721378  -1.690529  -6.577298
H  -2.760164  -3.979903  -4.546799
H  -3.369112  -2.347706  -4.295004
H  -0.693201  -4.492540  -4.387905
H  0.332940  -3.422723  -3.442446
H  0.226847  -3.510586  -6.501282
H  1.561535  -4.028475  -5.460777
H  1.129707  -2.320219  -5.545806
H  1.088774  0.718366  -5.028667
H  2.851463  2.282108  -5.833169
H  4.729812  2.875273  -4.340534
H  4.849505  1.884819  -2.070682
H  3.102491  0.354835  -1.310852
O  -2.053164  -4.653038  4.455143
C  -2.513506  -4.132373  3.274875
O  -3.640900  -4.334056  2.935389
C  -1.454628  -3.417209  2.509060
C  -0.207453  -3.958120  2.251523
N  0.468353  -3.059928  1.532444
N  -0.252457  -1.960673  1.313454
C  -1.417303  -2.132733  1.916608
C  -2.357910  -0.936532  1.947746
O  -3.540655  -1.138621  2.182946
O  -1.766342  0.175958  1.722460
H  -1.193387  -4.251763  4.636641
H  0.226129  -4.909074  2.515524
H  1.422916  -3.094188  1.196328
C  -0.202166  3.671417  -3.880440
O  0.678788  3.518949  -2.765165
C  0.282787  2.778649  -1.708434
O  1.063989  2.586831  -0.799817
N  -0.994028  2.299956  -1.760463
N  -1.352876  1.388304  -0.744603
H  0.292871  4.357084  -4.561735
H  -1.159351  4.089955  -3.570937
H  -0.361736  2.713996  -4.382844
H  -1.396324  2.063478  -2.664042
H  -1.690287  0.546488  -1.207678
H  -2.097391  1.757408  -0.161390
C  -1.263444  5.163662  4.121907
C  0.084701  4.467988  4.350444
C  0.087589  3.811522  5.736746
C  1.216348  5.493870  4.267477
C  0.290312  3.432283  3.321910
C  0.522607  2.584573  2.470657
H  -1.444956  5.904981  4.908112
H  -2.073606  4.433643  4.127828
H  -1.272164  5.667601  3.153513
H  -0.099539  4.564488  6.510690
H  1.050070  3.337835  5.931431
H  -0.683118  3.042302  5.796524
H  1.080339  6.270979  5.028734
H  1.233372  5.963943  3.282861
H  2.182605  5.013046  4.425052
C  3.869801  -0.483981  4.568732
C  3.657198  -0.025138  3.167596
C  3.864567  1.470230  3.051820
C  2.603579  -0.714468  2.290308
C  4.070783  -0.941495  1.985021
C  4.681283  -2.302203  2.257376
C  5.840974  -2.715874  1.658715
C  6.536169  -1.963774  0.676685
C  5.877499  -0.788601  0.229188
C  4.707381  -0.314767  0.765914
H  3.074838  -0.097126  5.227672
H  4.823186  -0.106047  4.961060
H  3.899394  -1.574515  4.680181
H  3.318745  2.015483  3.834694
H  3.515402  1.884630  2.102560
H  4.932916  1.716807  3.144962
H  2.244684  -1.635251  2.789966
H  4.175196  -2.969174  2.956192
H  6.226840  -3.701315  1.930594
H  7.444871  -2.328759  0.208747
H  6.305804  -0.245142  -0.617933
H  4.268184  0.594620  0.356712

Atomic forces in eV per Å
-0.2 -0.9 -0.6
0.0 0.0 0.0
0.1 0.0 0.0
-0.1 -0.1 0.1
0.0 0.1 0.0
0.0 0.0 0.0
0.0 0.0 -0.1
0.4 0.1 0.2
-0.4 -0.1 -0.5
0.5 0.4 -0.4
-0.2 0.3 0.7
-0.5 -0.5 0.1
-0.1 0.2 -0.5
-0.3 -0.1 -0.1
0.1 0.1 -0.1
0.0 -0.1 0.3
0.5 0.0 0.3
0.0 0.0 0.0
0.0 0.0 0.0
0.0 0.0 0.0
0.0 0.0 0.0
0.0 0.0 0.0
0.0 0.0 0.0
0.0 0.0 0.0
0.0 0.0 0.0
0.0 0.0 0.0
0.0 0.0 0.0
0.0 0.0 0.0
0.0 0.0 0.0
0.0 0.0 0.0
0.0 0.0 0.0
0.0 -0.1 0.1
0.0 0.1 0.0
-0.1 0.1 -0.2
0.2 0.0 0.1
-0.2 -0.1 0.2
0.1 -0.1 0.0
-0.1 0.0 -0.4
0.3 0.2 0.4
0.1 0.0 -0.2
0.0 0.2 0.0
0.0 0.0 0.1
0.2 -0.3 -0.1
0.0 -0.1 0.0
0.0 0.0 0.0
0.0 0.0 0.1
0.1 -0.1 0.1
-0.2 0.1 0.2
0.1 -0.3 -0.5
-0.1 0.0 0.3
-0.1 0.0 0.1
0.1 0.0 0.0
0.1 0.0 0.0
0.0 0.1 0.0
0.0 0.0 0.0
0.0 0.0 0.0
0.0 -0.1 0.0
0.0 0.1 -0.1
0.0 0.0 0.0
-0.1 -0.2 -0.1
0.0 0.0 0.1
0.1 0.1 0.1
0.1 0.0 -0.1
-0.2 0.9 0.7
0.0 0.0 0.0
0.0 0.0 0.0
0.0 0.0 0.0
0.0 0.0 0.0
0.0 0.0 0.0
0.0 0.0 0.0
0.0 0.0 0.0
0.0 0.0 0.0
0.0 0.0 0.0
0.1 -0.3 0.7
0.0 -0.3 -0.7
0.0 0.1 0.0
-0.6 0.0 -0.2
0.5 0.2 0.1
-0.2 0.3 -0.2
0.1 0.1 -0.1
-0.2 0.1 0.2
-0.1 0.0 0.0
0.2 -0.3 0.1
0.1 -0.1 0.0
0.0 0.0 0.0
-0.1 0.2 -0.2
0.0 -0.1 -0.1
0.1 0.0 0.0
-0.1 0.0 0.0
0.0 0.3 0.2
0.0 0.1 0.0
0.0 0.1 0.0
-0.1 0.0 0.0
-0.1 0.0 0.1
0.0 -0.1 0.1

Calculated values
M	832.753	g/mol
charge	-2
orbital gap	3.222	eV
HOMO level	0.025	Eh
strongest force on any atom	1.18	eV/A
total energy	-71993.618	eV

(3)
This record from the OMol25 dataset describes a 2-piece molecular cluster, C5H8O2 overall. The level of theory is ωB97M-V/def2-TZVPD.

Element x y z (Å)
C  -2.284318  -0.461120  -0.914141
C  -0.918467  -0.034415  -0.461369
O  -0.763149  1.221034  0.095850
C  0.044538  -0.935089  -0.578900
O  0.722228  -1.880140  -0.740954
H  -3.003514  -0.339728  -0.096945
H  -2.624016  0.134978  -1.771503
H  -2.278773  -1.511740  -1.219651
H  -1.018831  1.870439  -0.573720
C  1.648812  0.470776  1.584222
C  2.392655  0.213307  0.513508
H  1.136858  1.419304  1.706479
H  1.484016  -0.277703  2.355855
H  2.531422  0.947633  -0.277315
H  2.860413  -0.755847  0.362679

Atomic forces in eV per Å
-0.1 0.0 0.0
0.1 -0.4 -0.1
-0.1 0.1 -0.2
0.2 -0.5 -0.1
-0.5 0.7 0.1
0.1 0.0 -0.1
0.0 -0.1 0.1
0.0 0.1 0.0
0.1 -0.1 0.1
0.1 0.0 -0.1
0.0 0.1 0.2
0.1 -0.1 0.0
0.1 0.1 -0.1
0.0 -0.1 0.2
0.0 0.2 0.1

Calculated values
M	100.117	g/mol
SMILES	CC(O)=C=O.C=C
charge	0
orbital gap	8.981	eV
HOMO level	-0.305	Eh
strongest force on any atom	0.82	eV/A
total energy	-9406.987	eV